No. 1
{"formula": "C6H10O", "method": "ωB97M-V/def2-TZVPD", "de_lowest_kcal_mol": 19.7, "e_homo_ev": -9.612, "total_energy_ev": -8430.3856, "smiles": "C[C@H]1C[C@H]1CC=O", "largest_force_ha_per_bohr": 0.004, "homo_lumo_gap_ev": 10.62, "e_lumo_ev": 1.009, "symbols": ["C", "C", "C", "C", "C", "C", "O", "H", "H", "H", "H", "H", "H", "H", "H", "H", "H"], "positions_angstrom": [[-1.779, -0.293, 0.506], [-1.094, 0.770, -0.325], [0.068, 1.531, 0.229], [0.292, 0.548, -0.893], [1.026, -0.775, -0.736], [1.865, -1.060, 0.490], [2.010, -0.369, 1.464], [-2.272, 0.145, 1.377], [-1.069, -1.036, 0.881], [-2.537, -0.825, -0.076], [-1.767, 1.334, -0.969], [0.159, 2.588, -0.005], [0.432, 1.253, 1.210], [0.453, 1.002, -1.869], [1.706, -0.923, -1.582], [0.330, -1.623, -0.809], [2.384, -2.042, 0.432]]}

---

No. 2
{"formula": "C7H15N3O2", "method": "ωB97M-V/def2-TZVPD", "de_lowest_kcal_mol": 98.7, "e_homo_ev": [-16.109, -15.996], "total_energy_ev": -16046.0167, "total_charge": 2, "largest_force_ha_per_bohr": 0.086, "homo_lumo_gap_ev": [8.15, 7.98], "e_lumo_ev": [-7.959, -8.019], "symbols": ["C", "C", "C", "C", "C", "C", "C", "N", "N", "N", "O", "O", "H", "H", "H", "H", "H", "H", "H", "H", "H", "H", "H", "H", "H", "H", "H"], "positions_angstrom": [[2.176, 1.240, -0.580], [0.210, 2.390, -1.476], [0.704, -2.010, 1.725], [-0.217, -2.748, 0.637], [0.115, -0.593, 1.772], [-0.026, -1.999, -0.710], [0.393, 0.178, 0.491], [-0.521, 2.402, -2.556], [0.021, 3.152, -0.417], [-0.541, -0.538, -0.590], [1.365, 1.670, -1.708], [1.579, 0.674, 0.371], [3.152, 1.494, -0.813], [0.713, -2.557, 2.637], [1.754, -1.913, 1.510], [-0.097, -3.794, 0.516], [-1.255, -2.587, 0.910], [-1.014, -0.531, 1.951], [0.502, -0.037, 2.657], [1.089, -2.046, -1.051], [-0.642, -2.458, -1.527], [0.058, 2.270, -3.383], [-1.375, 2.933, -2.612], [0.845, 3.604, -0.205], [-0.869, 3.616, -0.460], [-0.500, -0.093, -1.548], [-1.366, -0.507, 0.021]]}

---

No. 3
{"formula": "C15H10IrN5O2S", "method": "ωB97M-V/def2-TZVPD", "de_lowest_kcal_mol": 5.7, "e_homo_ev": [-12.243, -12.253], "spin_multiplicity": 2, "total_energy_ev": -40928.4885, "s_squared": 0.77, "total_charge": 1, "largest_force_ha_per_bohr": 0.011, "homo_lumo_gap_ev": [7.04, 5.54], "e_lumo_ev": [-5.202, -6.709], "symbols": ["Ir", "S", "C", "C", "C", "C", "C", "C", "C", "C", "C", "N", "H", "H", "H", "H", "H", "H", "N", "C", "N", "C", "N", "O", "C", "C", "C", "C", "O", "N", "H", "H", "H", "H"], "positions_angstrom": [[0.368, -0.920, -0.211], [-3.952, -1.347, -0.676], [-3.236, -2.122, -2.030], [-1.878, -2.055, -2.037], [-1.395, -1.368, -0.889], [-2.425, -0.911, -0.074], [-2.073, -0.119, 1.091], [-2.905, 0.498, 2.004], [-2.345, 1.221, 3.047], [-0.967, 1.318, 3.166], [-0.172, 0.700, 2.222], [-0.721, 0.004, 1.217], [-3.873, -2.596, -2.760], [-1.258, -2.487, -2.808], [-3.977, 0.411, 1.896], [-2.986, 1.708, 3.769], [-0.505, 1.868, 3.972], [0.909, 0.730, 2.249], [5.397, -4.359, 1.151], [4.392, -4.142, 0.633], [3.260, -3.926, 0.001], [2.314, -3.190, -0.101], [1.295, -2.576, -0.330], [-0.736, 1.732, -2.563], [0.276, 1.811, -1.939], [1.296, 2.945, -1.874], [2.458, 2.440, -0.999], [1.902, 1.176, -0.427], [2.291, 0.400, 0.460], [0.753, 0.824, -1.040], [0.786, 3.797, -1.422], [1.588, 3.234, -2.880], [2.789, 3.126, -0.223], [3.332, 2.174, -1.596]]}

---

No. 4
{"formula": "C4H13N2O2", "method": "ωB97M-V/def2-TZVPD", "de_lowest_kcal_mol": 165.8, "e_homo_ev": -14.022, "total_energy_ev": -11422.2825, "total_charge": 1, "largest_force_ha_per_bohr": 0.075, "homo_lumo_gap_ev": 6.29, "e_lumo_ev": -7.736, "symbols": ["N", "C", "C", "N", "C", "C", "O", "H", "H", "H", "H", "H", "H", "H", "H", "H", "H", "H", "H", "H", "O"], "positions_angstrom": [[-0.107, -2.021, 0.576], [0.752, -0.843, 0.497], [0.097, 0.451, -0.074], [0.843, 1.585, 0.163], [1.211, 2.491, -0.899], [0.089, 3.410, -1.407], [-0.768, 0.306, -1.018], [-0.943, 0.337, 0.459], [-0.454, -2.185, 1.507], [-0.895, -1.934, -0.073], [0.927, -0.513, 1.532], [1.664, -1.196, 0.014], [0.547, 2.066, 1.016], [2.103, 3.035, -0.575], [1.620, 1.877, -1.711], [-0.424, 3.891, -0.567], [-0.727, 2.760, -1.740], [0.454, 4.077, -2.173], [-1.102, -5.184, 1.502], [-2.199, -4.445, 2.301], [-1.482, -4.329, 1.682]]}